Entry 1:
DFT (ωB97M-V/def2-TZVPD) results for a molecular structure, C4H6NaO4P at a distorted geometry.

Structure (XYZ):
```
16
Properties=species:S:1:pos:R:3:forces:R:3
O -2.399237 -1.941497 -0.896308 0.60 0.42 -0.54
C -1.469909 -1.617042 -1.588843 -0.80 -0.35 0.79
O -0.526719 -0.711106 -1.232143 -0.31 -0.30 -0.67
C -1.019939 0.618335 -1.078813 0.57 0.73 0.73
C -0.203275 1.384628 -0.022494 -0.22 -0.92 -0.23
P 1.561226 0.872286 0.258535 0.91 1.04 0.02
C 1.426303 -0.021226 1.912520 -1.14 -1.02 -1.57
O 1.102483 -1.228066 1.978246 0.79 -0.94 -0.17
O 1.684614 0.694400 2.863421 1.20 1.30 1.94
H -1.319150 -2.050951 -2.584320 0.34 -0.09 0.00
H -0.941644 1.144484 -2.024371 -0.03 -0.10 -0.36
H -2.049678 0.595106 -0.753850 -0.36 -0.10 -0.06
H -0.184750 2.437537 -0.254399 -0.06 0.32 -0.27
H -0.727569 1.295803 0.919523 0.09 -0.07 0.41
H 1.863803 -0.161933 -0.651533 -0.67 -0.25 0.06
Na 3.203440 -1.310758 3.154831 -0.91 0.33 -0.10
```
Positions in Å, forces in eV/Å.

Computed properties:
- HOMO-LUMO gap (eV) = 6.511
- HOMO level (Ha) = -0.2820

***

Entry 2:
DFT (ωB97M-V/def2-TZVPD) results for C4H6O in the gas phase.

Structure (XYZ):
```
11
Properties=species:S:1:pos:R:3:forces:R:3
O -1.943589 -0.030259 0.490676 0.53 0.03 -0.17
C -0.813807 -0.062306 0.067589 -0.22 -0.08 0.08
C 0.045361 1.192980 -0.163356 0.15 0.00 -0.11
C 1.412613 0.905359 0.375249 -0.44 0.14 0.23
C -0.088468 -1.348979 -0.266180 -0.09 -0.06 0.02
H 0.061100 1.461890 -1.228225 -0.04 -0.08 0.17
H -0.417781 2.013715 0.405686 0.08 -0.11 -0.03
H 1.221511 0.599195 1.432464 0.16 0.06 -0.19
H 0.984971 -1.257336 -0.034720 -0.16 -0.02 0.01
H -0.530573 -2.192712 0.267218 0.04 0.10 -0.12
H -0.153042 -1.525058 -1.346425 -0.01 0.03 0.12
```
Positions in Å, forces in eV/Å.

Computed properties:
- HOMO-LUMO gap (alpha / beta) (eV) = 8.333 / 8.290
- HOMO level (alpha / beta) (Ha) = -0.3372 / -0.3340

***

Entry 3:
DFT (ωB97M-V/def2-TZVPD) results for C4H6O in the gas phase at a distorted geometry.

Structure (XYZ):
```
11
Properties=species:S:1:pos:R:3:forces:R:3
C 1.200818 -0.621360 2.031007 1.87 -0.71 2.84
C 0.792092 -0.844289 0.804773 -1.76 1.51 -1.30
C 0.121804 0.223449 0.005126 0.51 -0.42 0.08
C -0.685545 0.003790 -1.023742 -0.76 0.60 0.45
O -1.154746 1.077343 -1.731193 -2.43 1.65 0.03
H 1.729301 -1.414744 2.623403 -0.73 0.42 -0.79
H 1.200449 0.298691 2.676454 -0.37 -0.51 -1.49
H 0.742662 -1.799840 0.293218 0.53 -0.21 0.47
H 0.287809 1.289331 0.201727 0.21 -0.47 0.18
H -1.179085 -0.881768 -1.369321 0.51 -1.02 0.15
H -2.118189 1.320044 -1.478923 2.41 -0.84 -0.61
```
Positions in Å, forces in eV/Å.

Computed properties:
- SMILES string = C=C/C=C/O
- HOMO-LUMO gap (eV) = 9.630
- HOMO level (Ha) = -0.3214

***

Entry 4:
DFT (ωB97M-V/def2-TZVPD) results for C4H6O in the gas phase.

Structure (XYZ):
```
11
Properties=species:S:1:pos:R:3:forces:R:3
C 0.374761 -1.465693 -0.091322 0.23 -0.28 -0.05
O -0.878235 -0.813209 -0.034766 -0.38 -0.41 -0.23
C 0.264754 1.735753 0.778536 0.01 0.12 -0.07
C -0.412658 1.363942 -0.275873 0.14 -0.57 0.47
C -0.989123 0.324467 -0.819254 -0.04 0.18 -0.09
H 1.173134 -0.821611 -0.485853 -0.27 -0.03 0.08
H 0.266521 -2.340235 -0.736582 0.25 -0.09 0.02
H 0.662372 -1.786887 0.915978 -0.15 0.03 -0.16
H -0.264658 1.973284 1.696068 0.17 0.41 -0.06
H 1.344279 1.623419 0.796812 0.01 0.43 0.04
H -1.541146 0.206771 -1.743744 0.03 0.22 0.06
```
Positions in Å, forces in eV/Å.

Computed properties:
- SMILES string = C=C=COC
- HOMO-LUMO gap (eV) = 10.159
- HOMO level (Ha) = -0.3406

***

Entry 5:
DFT (ωB97M-V/def2-TZVPD) results for C4H6O in the gas phase at a distorted geometry.

Structure (XYZ):
```
11
Properties=species:S:1:pos:R:3:forces:R:3
C 1.207098 -0.415304 -0.013331 0.04 -0.49 -0.43
C -1.143887 -0.614425 0.012288 0.56 1.32 1.37
C -0.765643 0.868111 -0.049212 1.75 -1.40 0.37
C 0.583114 0.922109 0.026745 -1.60 1.85 -0.32
H 1.847880 -0.680061 0.845675 -0.24 0.22 -0.13
H 1.822649 -0.557272 -0.935904 -0.34 0.08 0.54
H -1.771104 -0.938527 -0.785810 -0.76 -0.30 -0.47
H -1.496993 -0.885578 1.020140 -0.97 0.30 -0.41
H -1.450155 1.691607 -0.097326 -0.14 0.20 0.05
H 1.092352 1.892016 0.027145 0.15 -0.59 0.02
O 0.074694 -1.282681 -0.050408 1.55 -1.19 -0.58
```
Positions in Å, forces in eV/Å.

Computed properties:
- SMILES string = C1=CCOC1
- HOMO-LUMO gap (eV) = 10.118
- HOMO level (Ha) = -0.3311

***

Entry 6:
DFT (ωB97M-V/def2-TZVPD) results for C4H6O in the gas phase at a distorted geometry.

Structure (XYZ):
```
11
Properties=species:S:1:pos:R:3:forces:R:3
C 0.986090 -1.230050 0.437933 -0.65 -1.17 -4.53
C -0.535391 -1.216936 0.494569 -0.42 0.30 -2.47
C -0.458843 2.155862 -0.831299 1.74 0.81 -0.02
C 0.211476 -0.114400 -0.136032 0.38 -0.39 -0.39
O 0.356824 1.187335 -0.352262 0.13 -0.88 -0.07
H 1.630316 -1.180100 1.248378 0.92 0.01 1.58
H 1.274696 -2.011656 -0.438958 -0.04 1.79 2.27
H -1.146936 -1.924228 -0.112829 0.71 0.47 0.36
H -1.030234 -0.912035 1.330132 -1.18 0.39 2.76
H -1.486892 2.207079 -0.514025 -0.12 -0.11 -0.07
H 0.198895 3.039130 -1.125608 -1.46 -1.22 0.57
```
Positions in Å, forces in eV/Å.

Computed properties:
- HOMO-LUMO gap (alpha / beta) (eV) = 8.696 / 7.809
- HOMO level (alpha / beta) (Ha) = -0.2823 / -0.2591

***

no.,molar mass (Da)
1,172.05
2,70.09
3,70.09
4,70.09
5,70.09
6,70.09